# C42H65F6N11O12S2V

A molecular structure, C42H65F6N11O12S2V at a distorted geometry (ωB97M-V with the def2-TZVPD basis set, the Open Molecules 2025 dataset).

Its multiplicity is 3. As for the net charge: -1. For the highest occupied orbital energy (alpha / beta), the calculation gives -5.5 / -5.5 eV. The calculation puts the max |F| at 8.1 eV/Å. The energy comes out at -5483.73891 hartree. The value obtained for the energy above the lowest of the compared OMol25 structures with the same formula, charge and spin is 81.1 kcal/mol.

```
139
C42H65F6N11O12S2V, DFT ωB97M-V with the def2-TZVPD basis set
V 0.3473 0.4991 2.4612
N 1.8461 1.8078 5.2565
O 1.1563 1.4526 4.3077
O 3.1110 1.6009 5.1969
O 1.3353 2.2252 6.2891
N 0.0794 0.5341 -0.2063
O 0.2749 -0.4218 0.5178
O -0.3612 0.4932 -1.3064
O -0.0435 1.4419 0.5777
C 3.0857 -3.4707 3.3328
F 2.6444 -3.7902 4.5481
F 4.2693 -3.9866 3.2525
F 2.3594 -4.1507 2.4003
S 2.9639 -1.5517 2.9452
O 3.7809 -0.8173 3.9155
O 3.3694 -1.2706 1.6042
O 1.6129 -1.0409 3.0863
C 4.0272 1.7847 -0.2128
F 4.4900 2.9530 -0.6602
F 2.9905 1.2531 -0.9472
F 5.1057 0.9612 -0.2609
S 3.5227 1.9646 1.7298
O 4.5480 1.3709 2.6663
O 3.3937 3.3478 2.0765
O 2.2681 1.2357 1.9888
N -0.0726 4.6023 4.6228
C -1.3491 4.2539 4.5926
C -1.6656 3.7781 3.3663
C -0.5582 3.7809 2.5148
C 0.4627 4.3284 3.3251
H 0.3827 4.9989 5.4324
H -1.9548 4.3358 5.4830
H -2.6855 3.4990 3.1463
H -0.7047 3.7708 1.4448
H 1.4854 4.5849 3.0914
N 1.0642 -1.6175 -3.3997
C 1.7764 -2.2976 -2.4870
C 1.9178 -3.6068 -2.8217
C 1.2995 -3.7305 -4.0589
C 0.7259 -2.4852 -4.4336
H 0.7176 -0.6745 -3.2956
H 2.0642 -1.6726 -1.6546
H 2.3763 -4.3661 -2.2055
H 1.2699 -4.6692 -4.5922
H 0.1417 -2.1542 -5.2795
N 5.7858 0.2123 -5.2484
C 4.8820 -0.4248 -4.4745
C 4.7536 0.2685 -3.2618
C 5.6403 1.3044 -3.3235
C 6.2593 1.3022 -4.5747
H 6.1098 -0.1138 -6.1477
H 4.2690 -1.2194 -4.8734
H 4.0950 -0.0714 -2.4762
H 5.7478 1.9437 -2.4597
H 6.9644 1.9817 -5.0302
N -0.7948 -2.8450 -0.5465
C -2.1323 -3.3180 -0.5108
C -2.2379 -4.3165 0.4246
C -0.9764 -4.4535 1.0301
C -0.0658 -3.6556 0.3341
H -0.5529 -2.0043 -1.0512
H -2.8555 -2.7136 -1.0382
H -3.2181 -4.7562 0.5350
H -0.7840 -5.1595 1.8244
H 0.9919 -3.4644 0.4393
N -2.4444 5.2195 -2.2150
C -2.0724 5.4847 -0.9067
C -0.8022 5.0550 -0.6564
C -0.4053 4.4714 -1.9156
C -1.4739 4.4939 -2.7715
H -3.3217 5.4329 -2.6676
H -2.7462 5.9478 -0.2011
H -0.2177 5.2143 0.2377
H 0.6305 4.1791 -2.0058
H -1.6032 4.0513 -3.7482
N 7.6793 -3.7299 0.0793
C 6.7923 -4.6442 0.4540
C 5.4748 -4.2174 0.1217
C 5.5325 -2.8895 -0.3352
C 6.9100 -2.6943 -0.2894
H 8.6464 -4.0208 0.0844
H 7.1751 -5.5846 0.8222
H 4.6290 -4.8833 0.2093
H 4.7200 -2.2664 -0.6786
H 7.4473 -1.8071 -0.5903
N 2.4602 2.2344 -4.1404
C 1.1148 2.3444 -4.3064
C 0.9321 3.3012 -5.2938
C 2.1087 3.7112 -5.9378
C 3.0589 2.9762 -5.1526
H 3.0911 1.8857 -3.4329
H 0.4123 1.9815 -3.5707
H -0.0229 3.7696 -5.4806
H 2.2159 4.3850 -6.7750
H 4.1336 3.0788 -5.1826
C -0.5560 -1.0059 5.7290
C -1.5285 -0.1127 4.8914
N -1.5205 -0.2052 3.3673
C -2.6694 0.6330 2.9627
C -3.1643 0.7358 1.5087
C -1.6890 -1.6233 2.8800
C -2.9651 -2.3295 3.2004
H 0.0710 -0.4698 6.4414
H 0.1194 -1.5979 5.1114
H -1.0372 -1.7669 6.3432
H -2.5390 -0.2024 5.2903
H -1.1459 0.8954 5.0512
H -3.4572 0.0021 3.3743
H -2.7290 1.5973 3.4673
H -4.2382 0.6055 1.3752
H -2.9777 1.7335 1.1114
H -2.6888 0.1421 0.7280
H -0.9708 -2.2409 3.4194
H -1.4868 -1.7868 1.8215
H -3.8820 -1.8606 2.8433
H -3.0940 -2.3850 4.2813
H -2.9067 -3.3680 2.8747
C -3.7063 -0.3099 -2.5390
C -5.2136 -0.0990 -2.5720
N -5.8048 -0.4509 -1.2022
C -5.9370 -1.8567 -0.8340
C -6.2109 -2.0996 0.5896
C -7.0716 0.3209 -0.8871
C -8.2915 -0.1292 -1.6033
H -3.2701 0.1065 -3.4469
H -3.2959 -1.3097 -2.3978
H -3.2969 0.3709 -1.7926
H -5.3855 0.9497 -2.8147
H -5.5037 -0.6760 -3.4501
H -6.7063 -2.3583 -1.4211
H -5.1125 -2.4926 -1.1563
H -6.2554 -3.1324 0.9350
H -5.6184 -1.6153 1.3659
H -7.1797 -1.6543 0.8156
H -6.8702 1.3328 -1.2388
H -7.2096 0.3499 0.1937
H -7.9543 -0.4965 -2.5726
H -9.0050 0.6934 -1.6525
H -8.8519 -0.8953 -1.0675
```